Below is a structure of composition C18H23CrN9O2Te, with properties calculated with the ωB97M-V functional and the def2-TZVPD basis.

Calculated values
Multiplicity: 2
<S²>: 0.770
Net charge: +3
LUMO (alpha / beta), eV: -11.4 / -10.9
HOMO-LUMO gap (alpha / beta), eV: 5.4 / 6.0

Atoms and positions in Å:
Te: -2.856 1.093 -1.614
Cr: -0.262 1.503 -0.772
O: -1.832 -4.431 -0.781
O: 0.185 -5.037 2.712
N: -0.010 -0.423 -1.327
N: -1.242 4.483 -0.184
N: 5.521 1.899 0.077
N: 1.617 2.047 -0.593
N: 3.403 1.693 0.918
N: 3.828 2.354 -1.376
N: -0.120 1.300 1.234
N: 2.049 2.791 -2.756
N: 0.041 -4.439 0.541
C: -0.879 0.875 3.442
C: 0.150 -0.508 -2.670
C: 2.152 1.737 0.648
C: 4.237 1.980 -0.148
C: -0.336 -5.498 1.480
C: -0.749 -3.997 -0.440
C: 0.420 0.964 3.914
C: 0.111 -1.709 -3.342
C: 1.454 1.235 3.023
C: 2.540 2.408 -1.558
C: 1.143 1.401 1.695
C: -0.926 3.401 -0.384
C: -0.148 -2.858 -2.605
C: -0.172 -1.557 -0.610
C: -1.119 1.052 2.091
C: -4.119 2.570 -0.784
C: -3.521 -0.537 -0.430
C: -0.267 -2.785 -1.217
H: 2.744 3.074 -3.436
H: -1.418 -5.578 1.476
H: -5.130 2.269 -1.047
H: 0.630 0.828 4.967
H: 0.108 -6.442 1.172
H: 0.311 0.418 -3.216
H: 6.178 2.111 -0.660
H: 0.225 -5.774 3.330
H: 0.965 -4.058 0.661
H: -1.519 5.437 0.012
H: 0.241 -1.738 -4.415
H: -1.708 0.672 4.107
H: -0.271 -1.449 0.465
H: -2.117 0.979 1.679
H: -3.992 2.618 0.293
H: -0.274 -3.816 -3.098
H: 5.863 1.648 0.992
H: -3.880 3.517 -1.258
H: -4.348 -0.156 0.165
H: -3.850 -1.302 -1.126
H: -2.723 -0.905 0.204
H: 2.484 1.321 3.341
H: 1.192 3.317 -2.793

Forces on atoms 1 to 3 (eV/Å):
0.123 0.200 -0.296
0.825 -0.493 0.248
0.158 0.017 0.255


Below is a structure of composition C18H23FeI2NO3RuS2 in a non-equilibrium geometry, with properties calculated with the ωB97M-V functional and the def2-TZVPD basis.

Calculated values
Multiplicity: 11
<S²>: 30.099
Net charge: +4
LUMO (alpha / beta), eV: -13.1 / -16.2
HOMO-LUMO gap (alpha / beta), eV: 6.2 / 4.8

Atoms and positions in Å:
I: -0.091 -3.017 -3.839
I: -0.134 -3.681 -1.057
Ru: 0.344 0.084 -0.164
Fe: 0.483 0.576 -2.551
S: 1.654 -1.014 -1.728
S: -1.138 -0.626 -1.772
O: 2.452 1.754 -4.358
O: -1.166 2.340 -4.187
O: 2.511 0.045 1.883
N: -0.870 0.487 1.363
C: -2.594 1.650 -1.023
C: -1.702 0.383 6.683
C: -3.439 -0.615 -0.371
C: -1.373 0.407 3.887
C: -3.513 0.087 -2.807
C: 3.627 -0.780 -1.738
C: -2.764 0.759 5.852
C: -2.784 0.215 -1.470
C: 4.102 -1.818 -0.733
C: -1.183 0.406 2.493
C: 1.853 1.330 -3.444
C: -0.299 0.044 4.729
C: 4.039 -1.144 -3.157
C: 1.739 0.149 1.006
C: -0.471 0.027 6.111
C: 4.010 0.634 -1.370
C: -2.609 0.772 4.462
C: -0.641 1.762 -3.315
H: -3.553 -0.959 -3.136
H: -4.469 -0.260 -0.243
H: 3.654 0.910 -0.374
H: -3.457 -1.678 -0.629
H: -2.895 -0.489 0.570
H: 5.199 -1.844 -0.739
H: -3.595 2.067 -0.855
H: 3.771 -1.581 0.282
H: 0.364 -0.265 6.749
H: -1.823 0.363 7.765
H: 3.612 1.359 -2.091
H: -3.724 1.042 6.295
H: 5.106 0.712 -1.381
H: 3.676 -2.142 -3.432
H: -2.005 1.688 -0.099
H: -4.537 0.456 -2.681
H: 0.664 -0.216 4.278
H: 3.663 -0.418 -3.884
H: -3.437 1.066 3.814
H: 3.731 -2.816 -0.991
H: 5.136 -1.145 -3.220
H: -2.097 2.252 -1.793
H: -3.027 0.680 -3.589

Forces on atoms 1 to 3 (eV/Å):
0.030 -0.613 -2.105
-0.228 -0.744 1.383
-0.062 -1.080 -1.904


Below is a structure of composition C18H23N11O5PPdTe in a non-equilibrium geometry, with properties calculated with the ωB97M-V functional and the def2-TZVPD basis.

Calculated values
Net charge: -1
LUMO (alpha / beta), eV: 1.9 / 1.9
HOMO-LUMO gap (alpha / beta), eV: 5.9 / 5.9

Atoms and positions in Å:
Te: 2.639 -1.709 -1.217
Pd: 1.459 -0.450 0.846
P: 1.274 0.224 -1.770
O: 1.735 0.756 -3.233
O: -0.212 -0.284 -2.143
O: -4.136 3.588 -0.140
O: 1.120 1.361 -0.826
O: -5.169 -2.633 1.088
N: 3.187 0.583 1.128
N: 3.874 1.200 0.150
N: -0.358 -1.461 0.689
N: 1.922 -1.198 2.763
N: -0.171 1.107 1.695
N: 2.405 -1.173 4.900
N: 1.252 -2.187 3.378
N: 3.402 0.518 3.530
N: 4.813 1.886 0.694
N: 4.792 1.755 2.034
N: 1.546 -2.174 4.636
C: -1.015 3.333 1.764
C: -1.612 -3.485 0.743
C: -2.237 2.911 1.251
C: -1.472 -0.760 0.987
C: 3.778 0.943 2.275
C: -0.455 -1.255 -3.160
C: -4.068 -3.511 1.246
C: 2.604 -0.587 3.729
C: -0.942 -0.590 -4.436
C: 3.087 1.231 -3.378
C: -2.695 -1.408 1.138
C: -2.781 -2.778 1.014
C: -1.343 0.683 1.215
C: -0.435 -2.788 0.606
C: -2.393 1.567 0.971
C: -0.016 2.395 1.953
C: -3.355 3.890 1.005
C: 3.831 0.379 -4.389
H: 3.271 0.332 -5.325
H: -4.045 -3.919 2.264
H: 4.815 0.810 -4.585
H: -3.576 -0.837 1.394
H: 3.594 1.225 -2.410
H: -1.214 -1.936 -2.766
H: 3.957 -0.632 -4.002
H: 3.021 2.265 -3.723
H: -1.199 -1.344 -5.183
H: 4.013 0.774 4.285
H: 0.495 -3.298 0.400
H: -0.841 4.377 1.990
H: -3.541 3.401 -0.874
H: -4.050 3.868 1.847
H: -0.162 0.058 -4.833
H: -2.946 4.904 0.939
H: -4.137 -4.353 0.549
H: 0.455 -1.832 -3.349
H: 0.962 2.693 2.313
H: -1.827 0.014 -4.226
H: -1.627 -4.563 0.649
H: -5.963 -3.086 1.380
H: -3.312 1.201 0.531

Forces on atoms 1 to 3 (eV/Å):
-0.115 0.081 -0.641
1.224 -0.347 0.377
-0.068 0.148 -0.904


Below is an isolated molecule of C18H23N3OS, with properties calculated with the ωB97M-V functional and the def2-TZVPD basis.

Calculated values
Energy above the lowest of the compared OMol25 structures with the same formula, charge and spin, kcal per mole: 32.2
Net charge: 0
SMILES: COCCN(C(=S)Nc1cccc(C)c1)[C@@H](C)c1cccnc1
LUMO, eV: 0.7
HOMO-LUMO gap, eV: 8.7

Atoms and positions in Å:
S: -0.785 2.076 -1.340
O: 0.539 -2.731 2.070
N: -3.985 -0.607 2.620
N: 1.111 0.614 -0.199
N: -0.971 -0.368 -0.372
C: -0.183 0.715 -0.615
C: 3.206 1.494 0.528
C: -0.331 -1.711 1.646
C: -2.594 -0.989 -2.113
C: -4.605 -2.559 1.407
C: -4.618 -1.767 2.543
C: -2.384 -0.336 -0.748
C: -0.440 -1.625 0.104
C: 2.188 1.480 -0.424
C: -3.888 -2.122 0.303
C: 4.313 2.298 0.344
C: 4.420 3.091 -0.785
C: -3.312 -0.194 1.565
C: 2.315 2.256 -1.567
C: 3.423 3.072 -1.750
C: 1.905 -2.393 2.069
C: 3.525 3.904 -2.992
C: -3.214 -0.909 0.371
H: 2.297 -2.226 1.058
H: -2.637 0.728 -0.846
H: 0.543 -1.807 -0.345
H: 4.372 4.584 -2.939
H: 3.649 3.264 -3.865
H: -1.305 -1.960 2.072
H: -3.646 -0.954 -2.382
H: 1.299 -0.060 0.529
H: -2.256 -2.023 -2.128
H: -2.817 0.763 1.669
H: 1.546 2.235 -2.321
H: 5.285 3.724 -0.917
H: -3.866 -2.722 -0.594
H: -1.098 -2.427 -0.235
H: -5.140 -3.495 1.382
H: 5.095 2.308 1.089
H: 2.615 4.484 -3.133
H: -2.029 -0.433 -2.857
H: 2.426 -3.241 2.509
H: -5.158 -2.065 3.432
H: 2.092 -1.501 2.681
H: -0.025 -0.740 2.064
H: 3.125 0.877 1.413

Forces on atoms 1 to 3 (eV/Å):
-0.206 0.617 -0.297
-0.100 -0.180 -0.036
-0.014 0.324 0.454


Below is a structure of composition C18H23N4PtSi in a non-equilibrium geometry, with properties calculated with the ωB97M-V functional and the def2-TZVPD basis.

Calculated values
Multiplicity: 5
<S²>: 6.081
Net charge: +3
LUMO (alpha / beta), eV: -10.9 / -13.8
HOMO-LUMO gap (alpha / beta), eV: 7.0 / 5.0

Atoms and positions in Å:
Pt: -1.261 -0.039 0.376
Si: 1.197 1.824 -1.592
N: 0.188 -1.739 0.691
N: -1.877 -1.730 -1.054
N: 0.147 1.632 -0.147
N: -1.250 1.639 1.574
C: -1.290 -4.044 -1.782
C: 2.435 3.123 -1.269
C: 2.093 -3.789 0.806
C: -0.344 2.344 0.838
C: 0.693 -5.084 -0.873
C: 0.986 -3.878 -0.079
C: -0.443 -5.135 -1.657
C: 2.240 -2.632 1.561
C: 2.038 0.221 -1.856
C: -3.009 1.406 3.341
C: -2.042 2.176 2.525
C: -0.205 3.756 1.083
C: -1.040 -2.898 -0.991
C: -0.968 4.355 2.040
C: 0.015 2.258 -2.898
C: 1.202 -1.634 1.528
C: -1.911 3.591 2.750
C: 0.100 -2.827 -0.137
H: -0.888 5.395 2.293
H: 1.322 -5.963 -0.732
H: 1.400 -0.502 -2.394
H: 3.078 -2.538 2.217
H: 2.491 -0.207 -0.975
H: -3.982 1.899 3.534
H: 2.961 2.909 -0.320
H: -0.729 2.929 -2.567
H: -2.215 -4.157 -2.346
H: -3.197 0.459 2.827
H: -2.545 4.072 3.525
H: 0.464 4.327 0.457
H: 3.196 3.199 -2.006
H: -0.460 1.391 -3.355
H: -1.975 -1.336 -2.011
H: 2.871 -4.543 0.959
H: 2.060 4.094 -1.191
H: 0.538 2.794 -3.686
H: -2.628 1.254 4.359
H: -2.862 -1.924 -0.850
H: 2.856 0.431 -2.583
H: 1.285 -0.845 2.234
H: -0.735 -6.032 -2.168

Forces on atoms 1 to 3 (eV/Å):
0.050 -1.124 -0.274
0.499 0.440 -0.161
0.010 0.454 -0.115


Below is an isolated molecule of C18H23N5O2S in a non-equilibrium geometry, with properties calculated with the ωB97M-V functional and the def2-TZVPD basis.

Calculated values
Energy above the lowest of the compared OMol25 structures with the same formula, charge and spin, kcal per mole: 37.1
Net charge: 0
SMILES: COCCn1c(C)cc(C(=O)CSc2nc3nc(C)cc(C)n3n2)c1C
LUMO, eV: 0.5
HOMO-LUMO gap, eV: 8.2

Atoms and positions in Å:
S: 2.255 3.475 0.380
O: 0.346 2.530 -2.847
O: -5.039 -1.132 0.438
N: 3.216 1.080 1.084
N: -1.835 0.725 0.341
N: 2.102 1.103 -0.879
N: 3.185 -0.152 0.574
N: 2.287 -1.233 -1.344
C: 2.558 -3.589 -1.686
C: 2.486 -0.135 -0.642
C: -1.664 1.781 1.209
C: 4.448 -1.192 2.365
C: -1.063 -0.004 -1.927
C: -2.298 1.824 2.555
C: -1.145 0.964 -0.806
C: 3.511 -2.419 0.332
C: 3.712 -1.281 1.077
C: 2.787 -2.355 -0.876
C: -0.829 2.683 0.619
C: -0.491 2.180 -0.668
C: -2.687 -0.407 0.572
C: -4.122 -0.133 0.072
C: 1.371 3.833 -1.171
C: 2.553 1.794 0.179
C: 0.391 2.766 -1.658
C: -4.935 -2.326 -0.298
H: -4.111 0.005 -1.019
H: 3.799 -0.761 3.126
H: -1.935 1.013 3.188
H: 4.794 -2.171 2.683
H: -2.726 -0.626 1.642
H: -5.793 -2.933 -0.015
H: -4.968 -2.131 -1.376
H: 0.828 4.760 -0.977
H: 2.108 4.005 -1.956
H: -3.383 1.746 2.491
H: -2.047 2.766 3.034
H: -0.389 0.399 -2.677
H: -4.493 0.786 0.532
H: 3.510 -4.015 -1.996
H: -0.666 -0.961 -1.587
H: -4.016 -2.876 -0.064
H: 3.908 -3.361 0.674
H: 1.973 -3.338 -2.566
H: -0.511 3.613 1.046
H: -2.270 -1.273 0.052
H: 2.031 -4.337 -1.097
H: 5.297 -0.519 2.253
H: -2.039 -0.171 -2.384

Forces on atoms 1 to 3 (eV/Å):
0.045 0.664 0.157
-0.070 0.137 -0.006
-0.022 0.037 0.161